Here is a 9-piece molecular cluster, C36H84N6O15 overall from the Open Molecules 2025 dataset. Energies are from wB97M-V/def2-TZVPD.

Cartesian coordinates (Å):
C (18.43665, -19.48937, -25.81045)
O (17.57182, -18.83067, -26.71121)
C (18.07043, -18.61466, -28.02353)
C (16.96804, -17.94168, -28.96262)
O (17.37372, -17.56089, -30.29173)
C (18.13584, -16.29424, -30.30261)
C (18.69721, -15.94000, -31.68448)
O (17.65621, -15.66898, -32.53417)
C (17.95625, -15.31720, -33.85826)
H (18.83513, -20.37274, -26.30942)
H (17.86953, -19.69222, -24.90197)
H (19.24910, -18.79221, -25.60557)
H (18.47816, -19.52272, -28.46770)
H (18.93382, -17.95469, -27.93932)
H (16.57506, -17.06869, -28.44151)
H (16.09155, -18.58588, -29.03253)
H (18.93197, -16.34054, -29.55954)
H (17.44851, -15.49500, -30.02533)
H (19.29085, -16.73447, -32.13670)
H (19.45208, -15.15586, -31.62633)
H (18.19851, -14.28099, -34.09425)
H (17.07311, -15.58457, -34.43850)
H (18.84645, -15.87171, -34.15517)
C (24.63008, -13.33233, -15.86620)
O (23.78594, -13.49921, -16.95486)
C (22.91374, -14.64105, -16.80660)
C (22.13070, -14.84330, -18.08972)
O (23.01183, -15.06590, -19.14868)
C (22.34336, -15.40812, -20.40295)
C (23.30881, -15.42554, -21.61854)
O (22.73888, -16.08920, -22.72948)
C (21.63250, -15.40652, -23.19398)
H (25.14834, -12.43569, -16.20609)
H (25.29804, -14.17196, -15.67395)
H (24.09907, -13.02111, -14.96661)
H (22.29764, -14.33329, -15.96173)
H (23.44125, -15.52386, -16.44539)
H (21.48317, -13.98599, -18.27368)
H (21.64765, -15.81448, -17.98216)
H (21.54202, -14.68089, -20.53372)
H (21.94551, -16.41688, -20.29242)
H (24.10170, -16.05428, -21.21343)
H (23.79605, -14.47868, -21.85126)
H (20.78542, -15.61664, -22.54098)
H (21.51212, -15.91213, -24.15208)
H (21.82660, -14.36059, -23.43159)
C (18.95526, -20.47822, -21.95484)
O (18.43887, -21.19792, -23.07920)
C (18.79303, -22.64767, -23.02330)
C (18.36067, -23.39895, -24.30684)
O (18.94824, -22.89473, -25.48076)
C (18.67118, -23.51970, -26.72930)
C (17.15487, -23.46640, -27.11584)
O (16.53389, -24.71141, -26.94219)
C (15.13124, -24.80578, -27.06336)
H (20.03820, -20.55549, -21.85809)
H (18.48754, -20.63652, -20.98310)
H (18.80650, -19.45533, -22.30079)
H (18.28370, -23.05084, -22.14801)
H (19.86928, -22.76405, -22.89584)
H (17.27432, -23.31350, -24.33187)
H (18.53777, -24.47320, -24.25467)
H (19.07888, -24.52995, -26.76511)
H (19.10084, -22.91491, -27.52787)
H (16.98960, -23.13024, -28.13945)
H (16.56271, -22.68171, -26.64498)
H (14.56433, -24.22113, -26.33886)
H (14.83993, -25.85129, -26.96266)
H (14.75115, -24.53155, -28.04745)
C (21.78329, -17.55339, -30.46907)
O (21.79564, -18.31403, -31.47264)
N (22.12054, -16.23615, -30.58965)
C (21.97459, -15.36264, -29.44943)
C (22.31873, -15.55119, -31.89774)
H (21.57400, -17.88766, -29.44113)
H (22.15943, -15.96723, -28.56151)
H (20.93522, -15.03919, -29.39294)
H (22.61840, -14.49247, -29.57757)
H (23.00767, -14.70797, -31.84830)
H (22.72331, -16.23381, -32.64503)
H (21.41145, -15.15643, -32.35502)
C (23.13909, -23.54108, -23.84485)
O (22.26188, -24.41672, -23.82097)
N (24.44051, -23.80232, -24.11049)
C (25.41756, -22.75429, -24.21372)
C (24.94133, -25.15111, -24.35610)
H (22.93973, -22.48257, -23.61683)
H (26.12174, -22.98098, -23.41320)
H (25.03178, -21.73527, -24.18400)
H (26.08385, -22.95259, -25.05326)
H (25.78256, -25.49450, -23.75401)
H (24.19183, -25.91171, -24.13739)
H (25.13096, -25.31617, -25.41672)
C (24.34173, -20.92241, -28.48571)
O (23.94770, -21.77724, -27.69243)
N (24.63235, -21.08972, -29.76364)
C (25.04977, -20.01225, -30.62368)
C (24.41227, -22.34156, -30.47863)
H (24.67448, -19.91940, -28.17677)
H (25.34639, -19.11055, -30.08792)
H (24.21345, -19.81060, -31.29301)
H (25.92115, -20.37780, -31.16697)
H (23.90872, -22.18955, -31.43332)
H (25.35561, -22.87102, -30.61231)
H (23.87804, -23.04399, -29.83887)
C (22.57228, -18.25242, -25.65542)
O (22.72984, -18.08251, -26.86697)
N (22.04450, -19.35103, -25.09824)
C (21.92212, -19.55427, -23.64421)
C (21.63392, -20.39843, -25.98090)
H (22.95919, -17.50726, -24.94321)
H (20.86657, -19.62934, -23.38291)
H (22.46465, -18.83153, -23.03477)
H (22.28533, -20.53161, -23.32644)
H (22.46004, -21.10545, -25.90506)
H (20.76920, -20.89752, -25.54355)
H (21.57787, -20.10767, -27.02991)
C (21.83072, -23.96877, -28.45862)
O (22.37642, -25.06473, -28.49126)
N (21.15427, -23.41832, -29.44755)
C (20.84265, -21.97045, -29.45334)
C (20.99038, -24.09426, -30.73883)
H (21.77521, -23.33514, -27.55994)
H (21.47676, -21.40968, -30.14004)
H (20.85849, -21.58519, -28.43382)
H (19.79420, -21.80995, -29.70454)
H (21.28036, -25.14158, -30.65438)
H (20.00045, -23.94808, -31.17100)
H (21.66505, -23.72658, -31.51196)
C (21.93201, -20.39920, -19.49883)
O (22.52591, -20.81702, -20.50205)
N (22.47184, -19.37221, -18.71870)
C (21.83046, -18.99236, -17.45053)
C (23.66475, -18.67891, -19.12907)
H (21.01046, -20.76709, -19.02177)
H (22.63793, -19.00077, -16.71839)
H (21.01577, -19.62988, -17.10711)
H (21.33762, -18.02428, -17.54013)
H (23.58682, -17.62435, -18.86462)
H (24.53970, -18.93601, -18.53202)
H (23.98710, -18.80719, -20.16238)

## Properties
<S²>	0.77
energy relative to the best compared isomer or geometry (same formula, charge and spin)	0.00	kcal per mole
net charge	+1
E_LUMO (alpha / beta)	-0.102 / -0.284	hartree
multiplicity	2

Here are the Mulliken charges for atoms 1 to 99, given in e: 0.3435, -0.5287, 0.3100, -0.7523, -0.3544, -0.3548, -0.4499, -0.3687, -0.7251, -0.1800, 0.0632, 0.1583, -0.0235, 0.0504, 0.3699, 0.3957, 0.1765, 0.3268, 0.3968, 0.2678, 0.2686, 0.2635, 0.3023, -0.7802, -0.3166, -0.7179, -0.2030, -0.3809, -0.4102, -0.6241, -0.1214, -0.5278, 0.2495, 0.3105, 0.3166, 0.4332, 0.3347, 0.3938, 0.1195, 0.4952, 0.2509, 0.2182, 0.3311, 0.2779, 0.0563, 0.3515, -0.5287, -0.2448, -0.5201, -0.8056, -0.1806, 0.5136, -1.0172, -0.3482, -0.8128, -0.0690, 0.3634, 0.3627, 0.4924, 0.2371, 0.3447, 0.4475, 0.5687, -0.6480, 0.6007, 0.4286, 0.3166, 0.2676, 0.3253, 0.5009, -0.7301, 0.2138, -0.6687, -0.9343, 0.0629, 0.0574, 0.2630, 0.3546, 0.4030, 0.2906, 0.2702, 0.8673, -0.6976, 0.0687, -0.9381, -1.0483, -0.3245, 0.4010, 0.2199, 0.3279, 0.3347, 0.3005, 0.3645, 0.1225, -0.6163, 0.1796, -0.9552, -0.8553, 0.3007